Formula: C14H34Cl4F6N3O6
Source: the OMol25 dataset
Level of theory: ωB97M-V with the def2-TZVPD basis set

Summary:
DFT total energy: -98210.326 eV
Frontier orbital gap: 7.116 eV
LUMO: -3.318 eV
Total charge: +1

Positions of all 67 atoms, in Å:
N1 3.938 0.715 1.028
H1 4.225 1.576 0.585
H2 3.025 0.779 1.454
H3 4.528 0.381 1.777
H4 3.716 -0.018 0.370
N2 4.377 -2.982 -0.206
H5 3.828 -3.694 -0.667
H6 3.824 -2.160 -0.403
H7 5.177 -2.892 -0.814
H8 4.528 -3.166 0.776
N3 0.788 -1.077 4.254
H9 0.558 -0.542 5.079
H10 0.069 -1.620 3.798
H11 1.637 -1.621 4.326
H12 0.941 -0.506 3.436
O1 1.087 0.267 1.999
C1 0.628 -0.454 0.886
C2 1.357 -0.629 -0.515
O2 2.732 -0.935 -0.735
H13 -0.406 -0.150 0.727
H14 0.496 -1.496 1.176
H15 1.055 0.310 -0.981
H16 0.804 -1.388 -1.069
C3 -0.199 0.469 -3.883
C4 -1.561 0.547 -3.154
O3 -2.317 1.733 -3.505
C5 -2.629 2.605 -2.536
O4 -2.618 2.281 -1.322
C6 -3.132 3.906 -3.120
F1 -3.141 3.820 -4.508
F2 -4.352 4.185 -2.561
F3 -2.290 4.823 -2.647
H17 0.534 1.185 -3.511
H18 -0.369 0.601 -4.952
H19 0.287 -0.473 -3.629
H20 -1.368 0.472 -2.084
H21 -2.262 -0.224 -3.474
C7 -3.153 1.685 1.999
C8 -1.923 1.548 2.950
O5 -2.136 2.366 4.148
C9 -1.411 2.200 5.306
O6 -0.558 1.310 5.368
C10 -1.426 3.385 6.170
F4 -0.386 4.216 5.991
F5 -2.574 4.076 5.965
F6 -1.445 2.969 7.462
H22 -3.361 2.693 1.639
H23 -3.984 1.208 2.519
H24 -3.026 1.080 1.102
H25 -1.089 2.030 2.440
H26 -1.822 0.479 3.136
Cl1 3.521 -3.947 -3.307
C11 2.658 -2.388 -3.821
C12 3.763 -1.377 -4.010
Cl2 4.762 -1.272 -5.484
H27 1.977 -2.080 -3.028
H28 2.042 -2.546 -4.706
H29 4.456 -1.363 -3.169
H30 3.284 -0.400 -3.951
Cl3 -3.562 -2.250 -2.918
C13 -3.825 -2.307 -1.150
C14 -2.639 -2.944 -0.422
Cl4 -2.690 -2.460 1.299
H31 -4.842 -2.620 -0.916
H32 -3.799 -1.267 -0.823
H33 -1.659 -2.624 -0.775
H34 -2.652 -4.033 -0.409

=====

Formula: C13H17IN2Pt
Source: the OMol25 dataset
Level of theory: ωB97M-V with the def2-TZVPD basis set

Summary:
DFT total energy: -28082.444 eV
Frontier orbital gap (spin up / spin down): 4.954 / 6.794 eV
LUMO (spin up / spin down): -0.187 / -1.718 eV
Total charge: 0
Multiplicity: 3

Positions of all 34 atoms, in Å:
C1 1.011 -0.846 -2.884
C2 1.209 0.660 -2.702
H1 1.903 -1.394 -2.570
H2 0.833 -1.064 -3.938
H3 0.134 -1.303 -2.366
H4 1.502 0.906 -1.679
H5 2.044 0.983 -3.334
H6 0.325 1.233 -2.969
Pt1 -0.581 -0.334 -0.887
C3 -2.066 0.568 -1.915
H7 -1.690 1.369 -2.566
H8 -2.795 0.965 -1.198
H9 -2.562 -0.210 -2.514
I1 -2.201 -2.426 -0.597
C4 -1.601 2.912 1.842
C5 -1.180 2.403 3.073
C6 -0.423 1.239 3.115
C7 -0.190 0.534 1.929
N1 -0.698 1.001 0.751
C8 -1.312 2.200 0.680
C9 0.653 -0.637 1.781
C10 1.319 -1.310 2.814
C11 2.153 -2.378 2.506
C12 2.334 -2.745 1.171
C13 1.621 -2.085 0.183
N2 0.796 -1.066 0.491
H10 -2.132 3.855 1.770
H11 -1.445 2.926 3.984
H12 0.024 0.858 4.023
H13 -1.577 2.517 -0.326
H14 1.148 -0.962 3.826
H15 2.664 -2.927 3.290
H16 2.990 -3.555 0.877
H17 1.658 -2.355 -0.866

=====

Formula: C22H48ClN2O6Y
Source: the OMol25 dataset
Level of theory: ωB97M-V with the def2-TZVPD basis set

Summary:
DFT total energy: -52425.454 eV
Frontier orbital gap: 5.919 eV
LUMO: -0.210 eV
Total charge: 0

Positions of all 80 atoms, in Å:
Y1 23.702 -1.949 5.214
C1 21.278 -6.160 3.448
C2 21.678 -5.736 4.873
C3 21.571 -6.939 5.820
C4 22.639 -7.982 5.588
C5 23.991 -7.323 5.777
C6 24.151 -6.114 4.864
N1 23.025 -5.212 4.994
O1 23.219 -4.040 4.235
C7 24.417 -6.619 3.434
C8 25.427 -5.427 5.302
C9 20.666 -4.730 5.395
H1 21.046 -7.229 3.384
H2 22.036 -5.979 2.691
H3 20.367 -5.658 3.106
H4 20.565 -7.361 5.736
H5 21.690 -6.571 6.847
H6 22.576 -8.415 4.584
H7 22.490 -8.824 6.272
H8 24.800 -8.034 5.593
H9 24.097 -6.998 6.821
H10 23.643 -7.291 3.054
H11 25.354 -7.175 3.375
H12 24.423 -5.760 2.760
H13 25.718 -4.584 4.673
H14 26.272 -6.113 5.382
H15 25.270 -4.985 6.289
H16 19.701 -5.218 5.526
H17 20.560 -3.896 4.704
H18 21.016 -4.295 6.333
C10 25.572 -3.275 1.867
C11 26.814 -2.501 2.258
C12 27.580 -2.179 0.969
C13 28.575 -1.032 1.117
C14 27.920 0.151 1.803
C15 27.282 -0.170 3.151
N2 26.436 -1.318 2.995
O2 25.755 -1.603 4.168
C16 26.448 1.042 3.525
C17 28.386 -0.337 4.205
C18 27.733 -3.426 3.079
H19 25.869 -4.162 1.299
H20 24.933 -2.660 1.224
H21 24.957 -3.612 2.705
H22 26.893 -2.038 0.132
H23 28.147 -3.090 0.747
H24 28.915 -0.727 0.124
H25 29.454 -1.397 1.655
H26 27.110 0.515 1.162
H27 28.671 0.933 1.936
H28 25.457 1.004 3.060
H29 26.956 1.973 3.273
H30 26.193 1.067 4.590
H31 29.126 -1.097 3.945
H32 27.949 -0.614 5.168
H33 28.958 0.585 4.348
H34 28.744 -3.024 3.142
H35 27.738 -4.441 2.669
H36 27.400 -3.555 4.111
Cl1 23.580 0.564 6.145
C19 24.830 -2.488 8.202
C20 23.562 -3.286 8.202
O3 22.654 -2.703 7.248
O4 25.322 -2.438 6.832
H37 25.600 -2.992 8.791
H38 24.724 -1.457 8.543
H39 23.132 -3.248 9.209
H40 23.719 -4.348 8.005
H41 21.771 -2.878 7.583
H42 26.263 -2.237 6.853
C21 21.690 -0.615 2.872
C22 20.836 -1.585 3.649
O5 21.301 -1.666 5.006
O6 23.070 -1.000 3.091
H43 21.610 0.386 3.306
H44 21.447 -0.630 1.812
H45 20.886 -2.547 3.135
H46 19.819 -1.191 3.665
H47 20.527 -1.619 5.570
H48 23.619 -0.548 2.439

=====

Formula: C6H8IN2OP
Source: the OMol25 dataset
Level of theory: ωB97M-V with the def2-TZVPD basis set

Summary:
DFT total energy: -28763.818 eV
Frontier orbital gap: 9.081 eV
LUMO: 0.594 eV
Total charge: 0
SMILES: O=NN(P)[C@H]1C=CCC(I)=C1

Positions of all 19 atoms, in Å:
O1 1.799 -0.813 -1.151
N1 1.933 -1.139 0.040
N2 1.076 -0.852 0.970
P1 1.464 -1.227 2.607
C1 -0.223 -0.043 0.783
C2 0.017 1.359 0.576
C3 -0.422 1.913 -0.502
C4 -1.008 1.261 -1.687
C5 -1.499 -0.185 -1.304
I1 -2.728 -1.117 -2.597
C6 -0.916 -0.786 -0.273
H1 2.794 -1.703 2.302
H2 1.123 -2.502 2.348
H3 -0.747 -0.116 1.729
H4 0.604 1.794 1.288
H5 -0.311 3.013 -0.740
H6 -1.859 1.864 -2.115
H7 -0.105 1.069 -2.252
H8 -0.992 -1.789 -0.022

=====

Formula: CHClFO2S
Source: the OMol25 dataset
Level of theory: ωB97M-V with the def2-TZVPD basis set

Summary:
DFT total energy: -31223.373 eV
Frontier orbital gap: 8.464 eV
LUMO: 3.972 eV
Total charge: -1

Positions of all 7 atoms, in Å:
C1 -0.117 -0.351 0.588
O1 0.093 -0.469 -2.136
O2 0.927 -1.195 0.315
F1 0.217 0.463 1.644
S1 0.624 0.164 -0.910
Cl1 -0.612 2.078 -0.447
H1 -1.132 -0.689 0.947

=====

Formula: C20H30NO3PSSr
Source: the OMol25 dataset
Level of theory: ωB97M-V with the def2-TZVPD basis set

Summary:
DFT total energy: -49817.488 eV
Frontier orbital gap: 6.396 eV
LUMO: -0.288 eV
Total charge: 0

Positions of all 57 atoms, in Å:
C1 0.632 3.008 -3.831
C2 -0.635 2.592 -3.436
C3 -0.807 1.519 -2.524
C4 0.323 0.860 -2.060
C5 1.593 1.288 -2.435
C6 1.760 2.377 -3.320
C7 -2.254 1.189 -2.146
C8 -2.850 -0.250 -2.188
N1 -1.822 -1.319 -2.400
Sr1 -0.725 -1.090 -0.534
C9 2.837 0.566 -1.969
P1 2.313 -1.101 -1.343
H1 -1.529 3.080 -3.836
H2 2.769 2.666 -3.625
H3 0.734 3.846 -4.522
H4 3.335 1.092 -1.137
H5 3.569 0.461 -2.786
H6 -2.489 1.570 -1.134
H7 -2.893 1.734 -2.860
H8 -3.451 -0.463 -1.276
C10 3.841 -1.671 -0.519
C11 2.465 -2.005 -2.937
H9 -3.557 -0.274 -3.038
C12 -1.188 -1.141 -3.754
C13 -2.451 -2.699 -2.262
H10 0.416 -2.282 1.631
H11 -1.344 -2.035 -4.376
H12 -1.585 -0.249 -4.252
H13 -0.114 -0.987 -3.648
H14 -2.645 -3.114 -3.268
H15 -1.752 -3.402 -1.759
H16 -3.401 -2.663 -1.686
H17 3.515 -2.014 -3.265
H18 2.129 -3.036 -2.761
H19 1.839 -1.563 -3.722
H20 4.725 -1.611 -1.166
H21 4.004 -1.077 0.390
H22 3.678 -2.716 -0.228
H23 0.172 -3.121 1.436
C14 0.234 0.580 7.807
C15 -0.147 0.711 6.357
C16 -0.381 -0.436 5.591
C17 -0.721 -0.354 4.237
C18 -0.799 0.890 3.607
C19 -0.646 2.053 4.382
C20 -0.303 1.958 5.737
S1 -1.230 0.984 1.856
O1 0.014 1.120 1.062
O2 -1.809 -0.378 1.572
O3 -2.170 2.076 1.760
H24 -0.545 0.059 8.374
H25 1.153 -0.003 7.930
H26 0.385 1.557 8.269
H27 -0.300 -1.416 6.071
H28 -0.934 -1.260 3.673
H29 -0.805 3.030 3.929
H30 -0.157 2.864 6.331

=====

Formula: C34H36BrMgN9O4SSe2
Source: the OMol25 dataset
Level of theory: ωB97M-V with the def2-TZVPD basis set

Summary:
DFT total energy: -274444.617 eV
Frontier orbital gap: 7.572 eV
LUMO: -5.412 eV
Total charge: +2

Positions of all 88 atoms, in Å:
Mg1 -1.417 -0.790 1.019
Se1 -2.497 -4.456 0.846
Se2 -2.064 -3.020 2.606
C1 -3.675 -1.968 2.478
C2 -4.777 -2.263 3.259
C3 -5.910 -1.476 3.120
C4 -5.885 -0.431 2.211
C5 -4.730 -0.208 1.482
N1 -3.628 -0.956 1.602
C6 -1.642 -3.571 -0.634
C7 -1.342 -4.420 -1.692
C8 -0.751 -3.889 -2.823
C9 -0.450 -2.536 -2.844
C10 -0.770 -1.775 -1.741
N2 -1.382 -2.265 -0.646
H1 -4.747 -3.094 3.949
H2 -6.795 -1.679 3.708
H3 -6.745 0.206 2.064
H4 -4.695 0.611 0.776
H5 -1.553 -5.479 -1.619
H6 -0.510 -4.528 -3.663
H7 0.045 -2.073 -3.686
H8 -0.504 -0.728 -1.715
Br1 3.383 -6.322 0.986
C11 2.583 -4.616 0.973
C12 2.628 -3.845 -0.177
C13 2.027 -2.594 -0.192
C14 1.382 -2.119 0.942
C15 1.354 -2.894 2.096
C16 1.958 -4.142 2.117
N3 0.689 -0.864 0.902
C17 1.406 0.182 0.737
C18 -0.189 1.853 -0.259
C19 -0.544 3.411 -0.402
C20 -1.950 3.723 -0.479
C21 -2.864 2.767 -0.733
C22 -2.468 1.401 -0.581
N4 -1.294 0.982 -0.224
H9 3.128 -4.221 -1.059
H10 2.041 -1.983 -1.086
H11 0.879 -2.519 2.993
H12 1.950 -4.740 3.018
H13 2.494 0.117 0.784
H14 0.090 4.125 0.106
H15 -2.252 4.749 -0.313
H16 -3.912 2.994 -0.870
H17 -3.236 0.635 -0.633
C23 4.467 -2.259 -2.894
C24 4.739 -1.105 -3.828
S1 3.156 0.645 -2.727
O1 3.568 -0.250 -3.999
O2 1.921 0.075 -2.139
C25 2.584 2.018 -3.741
C26 2.203 3.251 -2.913
N5 1.563 2.989 -1.624
C27 0.157 2.621 -1.503
N6 0.949 1.466 0.580
C28 1.980 2.447 0.650
C29 2.266 3.110 -0.464
N7 3.245 4.227 -0.330
O3 4.226 4.012 0.340
O4 2.953 5.265 -0.883
C30 -0.509 2.302 -2.810
H18 5.331 -2.924 -2.881
H19 3.598 -2.826 -3.229
H20 4.297 -1.915 -1.872
H21 4.954 -1.444 -4.838
H22 5.572 -0.490 -3.485
H23 1.764 1.611 -4.332
H24 3.397 2.274 -4.419
H25 1.580 3.912 -3.515
H26 3.104 3.822 -2.705
H27 2.439 2.664 1.602
H28 -0.429 3.139 -3.502
H29 -1.567 2.100 -2.693
H30 -0.048 1.416 -3.240
C31 -2.080 3.232 4.921
N8 -1.505 2.073 4.249
C32 -0.413 1.354 4.667
C33 -0.255 0.348 3.766
N9 -1.236 0.433 2.803
C34 -1.966 1.484 3.135
H31 -1.301 3.963 5.121
H32 -2.546 2.931 5.856
H33 -2.830 3.679 4.274
H34 0.139 1.617 5.553
H35 0.502 -0.416 3.744
H36 -2.827 1.852 2.599

=====

Formula: C33H23FN6S3Tc
Source: the OMol25 dataset
Level of theory: ωB97M-V with the def2-TZVPD basis set

Summary:
DFT total energy: -80946.246 eV
Frontier orbital gap (spin up / spin down): 6.586 / 5.194 eV
LUMO (spin up / spin down): -6.379 / -7.776 eV
Total charge: +2
Multiplicity: 4

Positions of all 67 atoms, in Å:
Tc1 -0.248 -0.890 -0.863
N1 0.348 -4.645 1.258
C1 0.394 -3.427 0.719
S1 -1.151 -2.775 0.163
N2 1.551 -2.823 0.649
N3 1.485 -1.604 0.034
C2 2.565 -0.883 -0.035
C3 3.851 -1.264 0.566
C4 3.930 -1.553 1.928
C5 5.152 -1.872 2.492
C6 6.289 -1.941 1.695
C7 6.209 -1.682 0.334
C8 4.994 -1.329 -0.230
C9 2.417 0.393 -0.771
C10 3.397 1.364 -0.838
C11 3.152 2.515 -1.579
C12 1.940 2.673 -2.226
C13 0.985 1.679 -2.088
N4 1.220 0.578 -1.372
H1 -0.504 -5.175 1.292
H2 1.205 -5.078 1.564
H3 3.038 -1.535 2.541
H4 5.219 -2.082 3.550
H5 7.240 -2.207 2.137
H6 7.090 -1.757 -0.287
H7 4.930 -1.139 -1.295
H8 4.332 1.223 -0.318
H9 3.912 3.283 -1.647
H10 1.721 3.549 -2.819
H11 0.013 1.754 -2.559
S2 -0.185 3.018 5.184
C14 1.249 2.792 6.073
C15 2.082 1.891 5.481
C16 1.541 1.371 4.281
C17 0.306 1.890 3.985
C18 -0.546 1.585 2.836
C19 -0.088 0.703 1.840
N5 -0.800 0.391 0.772
C20 -2.031 0.939 0.603
C21 -2.585 1.806 1.539
C22 -3.907 2.324 1.300
C23 -4.598 1.987 0.190
C24 -4.031 1.103 -0.797
C25 -4.686 0.711 -1.974
C26 -4.082 -0.140 -2.887
C27 -2.781 -0.588 -2.583
N6 -2.149 -0.224 -1.475
C28 -2.754 0.601 -0.577
C29 -4.727 -0.568 -4.125
C30 -4.311 -1.542 -4.996
C31 -5.177 -1.689 -6.105
C32 -6.231 -0.826 -6.053
S3 -6.190 0.154 -4.662
C33 -1.813 2.120 2.668
H12 1.404 3.337 6.989
H13 3.041 1.608 5.888
H14 2.060 0.640 3.677
H15 0.881 0.229 1.927
H16 -4.340 2.992 2.033
H17 -5.593 2.377 0.021
H18 -5.687 1.082 -2.159
H19 -2.227 -1.236 -3.248
H20 -3.426 -2.147 -4.858
H21 -5.026 -2.399 -6.903
H22 -7.035 -0.718 -6.762
H23 -2.226 2.790 3.411
F1 -0.008 -1.712 -2.527

=====

Formula: C2H6NO3S
Source: the OMol25 dataset
Level of theory: ωB97M-V with the def2-TZVPD basis set

Summary:
DFT total energy: -20636.922 eV
Frontier orbital gap (spin up / spin down): 6.819 / 6.819 eV
LUMO (spin up / spin down): 3.819 / 3.819 eV
Total charge: -1

Positions of all 13 atoms, in Å:
C1 -0.094 -0.753 0.555
C2 -0.124 1.556 0.011
N1 -0.949 0.412 0.219
O1 -4.398 0.807 0.750
O2 -4.760 -0.945 -0.830
O3 -1.636 0.150 -1.000
S1 -3.841 -0.418 0.157
H1 0.571 -0.407 1.274
H2 -0.751 -1.539 1.059
H3 0.497 -1.055 -0.359
H4 0.462 1.633 0.959
H5 0.222 1.390 -1.154
H6 -0.803 2.528 -0.043

=====

Formula: C26H20ClN9O2S2Tc
Source: the OMol25 dataset
Level of theory: ωB97M-V with the def2-TZVPD basis set

Summary:
DFT total energy: -81183.928 eV
Frontier orbital gap (spin up / spin down): 6.329 / 6.187 eV
LUMO (spin up / spin down): -0.870 / -1.121 eV
Total charge: 0
Multiplicity: 2

Positions of all 61 atoms, in Å:
Tc1 -0.656 -1.314 0.993
N1 -4.540 -0.946 2.916
C1 -3.726 -0.430 1.986
N2 -2.600 -1.098 2.004
C2 -2.783 -2.035 2.976
N3 -3.956 -1.975 3.556
C3 -1.710 -2.985 3.255
C4 -1.737 -3.918 4.280
N4 -0.725 -4.749 4.493
C5 0.318 -4.645 3.678
C6 0.369 -3.721 2.645
N5 -0.650 -2.892 2.438
H1 -5.474 -0.665 3.161
H2 -3.976 0.392 1.338
H3 -2.599 -3.983 4.932
H4 1.150 -5.318 3.846
H5 1.210 -3.625 1.972
S1 -0.155 0.133 2.797
C7 -0.419 1.619 1.894
N6 -0.547 2.733 2.525
N7 -0.737 3.910 1.924
C8 -1.223 4.253 0.639
C9 -0.660 5.344 -0.006
C10 -1.162 5.767 -1.231
C11 -2.218 5.097 -1.822
C12 -2.789 4.010 -1.167
C13 -2.308 3.596 0.060
N8 -0.328 1.620 0.503
N9 -0.365 0.521 -0.085
C14 -0.009 0.653 -1.483
C15 -0.443 -0.284 -2.405
C16 -0.075 -0.155 -3.738
C17 0.736 0.892 -4.142
C18 1.185 1.817 -3.207
C19 0.820 1.702 -1.879
H6 -0.590 4.674 2.560
H7 0.186 5.850 0.444
H8 -0.710 6.616 -1.726
H9 -2.599 5.415 -2.784
H10 -3.623 3.485 -1.616
H11 -2.762 2.756 0.569
H12 -1.065 -1.105 -2.084
H13 -0.422 -0.887 -4.455
H14 1.032 0.981 -5.180
H15 1.838 2.625 -3.510
H16 1.194 2.395 -1.141
Cl1 6.026 -3.673 -3.737
C20 4.918 -2.921 -2.625
C21 3.690 -3.517 -2.389
C22 2.813 -2.916 -1.499
C23 3.160 -1.730 -0.864
C24 4.393 -1.143 -1.124
C25 5.283 -1.739 -2.001
C26 2.201 -1.035 0.059
O1 2.377 0.116 0.402
O2 1.197 -1.796 0.431
H17 3.429 -4.435 -2.898
H18 1.846 -3.359 -1.298
H19 4.637 -0.210 -0.633
H20 6.248 -1.297 -2.206
S2 -1.915 -2.472 -0.341

=====

The highest DFT total energy belongs to which entry?
C2H6NO3S

=====

Number 3 is which compound?
C22H48ClN2O6Y